# 1
Molecular formula: C18H34Br14O4S
Method: DFT, ωB97M-V/def2-TZVPD

```
71
Properties=species:S:1:pos:R:3:forces:R:3
Br -1.42226 3.05066 -5.18768 -0.1 0.1 0.0
Br 0.51099 -3.45588 3.51419 0.0 0.1 -0.1
Br 0.82814 4.70069 -7.58845 0.0 -0.1 0.0
Br -5.07902 4.33038 -8.10351 -0.2 -0.1 -0.1
Br 2.06604 -1.23755 1.01890 0.0 0.1 0.1
Br -2.37838 2.30313 1.24013 0.1 0.2 -0.1
Br 0.04294 3.97550 -0.98118 0.0 0.1 0.1
Br 5.49994 -4.26540 4.29653 0.0 0.0 0.0
Br 7.03017 -2.03812 1.79984 0.0 0.0 0.1
Br -1.23092 -6.66246 1.72416 0.1 0.0 0.0
Br 0.49744 0.43733 -1.81521 0.0 -0.2 -0.1
Br 1.17665 -7.09338 4.49613 -0.1 -0.1 0.0
Br 2.02468 2.73270 -4.22448 0.1 0.0 0.1
Br -5.59176 4.79753 -4.50262 0.1 0.1 -0.1
S -1.41037 2.09134 5.60161 -0.3 -0.2 0.1
O -2.66049 2.06411 4.93304 -0.3 -0.4 -1.0
O -1.00583 3.33494 6.11025 0.8 0.4 1.0
O -1.47604 0.88564 6.65490 0.0 0.4 -0.2
O -0.20401 1.45941 4.79787 -0.2 -0.3 0.2
C -1.77821 3.39185 -1.32916 0.1 0.3 -0.1
C -0.56468 0.02098 4.62175 -0.7 2.2 -1.5
C -6.73973 4.39059 -7.09112 0.0 0.1 -0.2
C -2.47349 -0.33765 2.96300 -0.1 -0.2 0.0
C 7.23494 -4.38743 3.42306 -0.1 0.0 0.2
C 7.86089 -3.02995 3.25427 0.1 0.1 -0.3
C 0.44275 -7.65109 1.77918 -0.3 0.0 -0.1
C -1.83257 4.34133 -6.58471 -0.2 -0.2 0.2
C -1.00797 4.09398 -7.81715 0.1 0.2 -0.1
C 2.88253 -2.22183 2.48909 0.1 0.0 -0.4
C 2.24348 0.34829 -2.66806 0.0 -0.1 0.2
C -2.67859 3.63471 -0.14920 -0.1 -0.2 0.1
C -1.15700 -0.15372 3.25147 -0.3 -0.3 0.1
C 2.86044 1.71434 -2.79613 0.1 0.1 -0.3
C -6.67151 5.42058 -5.99665 -0.1 -0.1 0.3
C 2.25250 -3.57941 2.65192 -0.1 0.0 0.3
C 0.63975 -8.34141 3.10186 0.3 0.0 0.1
C -1.47449 -0.30552 5.81622 0.7 0.2 1.0
H 0.35538 -0.54744 4.58872 0.3 0.1 0.4
H 2.79277 -1.60217 3.37526 0.0 0.0 0.0
H 7.84170 -5.00998 4.07646 0.0 0.0 0.0
H 2.84885 -0.28593 -2.02279 0.0 0.0 0.0
H 7.07658 -4.90074 2.48082 0.0 0.0 0.0
H -2.48648 -0.57351 5.54684 -0.1 0.0 -0.1
H -1.67202 5.32617 -6.15818 0.1 0.0 0.0
H 2.76388 2.30694 -1.89180 0.0 -0.1 0.1
H -1.72685 2.34343 -1.60594 0.0 0.0 0.0
H -2.09952 3.97510 -2.18963 0.0 0.0 0.0
H 7.77622 -2.41458 4.14345 0.0 0.0 0.0
H -2.82709 -1.24721 2.48799 0.3 0.7 -1.9
H -0.95981 3.04395 -8.08561 0.0 0.0 0.0
H -6.91459 3.38762 -6.71716 0.0 0.0 0.1
H -1.39792 4.66620 -8.65670 0.0 0.0 0.0
H -3.22829 0.42221 3.13193 -0.5 -0.7 2.0
H 2.85079 -4.20399 3.31040 0.0 0.0 0.0
H -2.89112 4.20647 -6.79976 0.2 0.0 0.1
H 8.90820 -3.12585 2.97750 0.0 0.0 0.0
H -0.99824 -1.02917 6.46571 -0.2 -0.4 -0.1
H 3.91123 1.63221 -3.06571 0.0 -0.1 0.0
H -3.72181 3.51858 -0.43545 0.0 0.0 -0.1
H -7.51064 4.64838 -7.81354 0.0 0.0 0.0
H 1.23442 -6.94420 1.55360 0.0 0.0 0.0
H -0.44477 -0.08789 2.43487 0.5 -1.8 0.1
H -7.66115 5.60421 -5.58479 0.0 0.0 0.0
H -2.53392 4.61048 0.30220 0.0 0.0 0.0
H 0.36999 -8.38232 0.97731 0.0 0.0 0.0
H -0.25774 -8.83797 3.45444 0.0 0.0 0.0
H 1.45172 -9.06216 3.03657 0.0 0.0 -0.1
H -6.23780 6.35774 -6.32852 0.0 0.0 -0.1
H 2.09758 -0.14268 -3.62433 0.0 0.1 0.0
H 3.93329 -2.31734 2.22344 0.0 -0.1 0.0
H 2.10019 -4.09377 1.70836 0.0 0.1 -0.1
```
Forces are in eV/Å.

The total energy is -37441.47939 Ha. The value obtained for the HOMO energy is -8.1 eV. As for the HOMO-LUMO gap: 8.103 eV. As for the LUMO energy: 0.00098 Ha. As for the energy above the lowest of the compared OMol25 structures with the same formula, charge and spin: 12.03 kcal/mol.

---

# 2
Molecular formula: C18H34BrNO14P3S
Method: DFT, ωB97M-V/def2-TZVPD

```
72
Properties=species:S:1:pos:R:3:forces:R:3
Br -3.66468 2.21761 -0.75018 0.7 -0.2 -0.3
S 3.07382 3.69850 -3.10886 -0.1 -0.4 0.3
P -3.01470 7.64485 -0.06387 -0.3 0.2 0.2
P 1.11347 -7.72752 1.82945 0.0 -0.1 0.2
P 1.25638 3.45367 -2.55998 1.9 1.0 -1.6
O 0.53113 4.77483 -2.03859 -0.6 -0.9 -0.2
O 2.06361 -4.53106 -0.85946 0.1 0.0 0.0
O -2.37268 8.81734 -0.65401 0.1 -0.1 -0.3
O 0.13941 -7.02413 0.98714 0.0 -0.1 -0.2
O -2.71529 -0.29327 -1.34329 0.3 0.9 0.2
O 2.59487 -7.19361 1.74898 0.0 0.2 0.4
O 4.28418 2.57267 0.11633 -0.9 0.2 0.2
O -2.07280 6.69262 0.77710 -0.1 0.0 0.3
O -3.71824 6.67075 -1.12441 0.1 0.1 -0.1
O 0.86011 -7.64832 3.38340 0.3 0.1 0.0
O 3.07472 4.43245 -0.09010 -0.8 -0.6 0.6
O 1.23009 -9.29291 1.54779 -0.2 0.2 -0.2
O 0.42504 2.99384 -3.89159 -0.5 -0.3 1.8
O -4.15146 7.92839 0.98656 0.2 -0.3 0.1
N -0.06424 0.50102 -0.09351 0.0 -0.5 0.5
C -1.14293 1.33912 -2.09282 -0.2 0.5 0.6
C -2.44224 0.87016 -1.43124 -0.5 -1.2 -0.3
C 2.36878 -3.64462 0.19393 0.0 0.7 -0.2
C 1.05749 2.25654 -1.17907 -0.2 0.4 0.1
C 1.90012 1.27799 0.88356 0.4 0.7 -0.4
C 0.66098 -2.08910 1.40332 0.7 0.3 -0.2
C 0.84296 0.42122 0.87883 0.4 -1.2 1.4
C 3.26584 -7.30497 0.49026 0.1 -0.1 -0.3
C -0.28495 -8.33404 3.90127 -0.2 -0.2 0.1
C 0.00275 1.38097 -1.09157 -1.1 0.3 -1.0
C -3.47882 6.90015 -2.51851 -0.1 0.0 -0.2
C -1.00679 6.05159 0.08526 0.0 -0.1 -0.1
C 0.70835 -0.63225 1.94372 -0.8 0.0 -0.1
C 2.00280 2.19794 -0.13868 0.1 1.3 -0.1
C 1.49618 -2.34401 0.11624 -0.1 -0.9 0.5
C 3.20652 3.11054 -0.02368 1.9 -0.4 -0.5
C 0.57330 -9.83307 0.39051 -0.1 -0.2 -0.1
C -5.36540 8.51739 0.50586 -0.3 0.1 -0.1
H -0.24180 -0.44757 2.46812 0.2 0.1 0.0
H -3.61985 7.94950 -2.76991 0.1 0.0 0.0
H 4.10572 -6.61576 0.49186 -0.1 0.0 0.1
H 3.64480 -8.31917 0.35635 0.0 0.0 0.1
H 1.06066 -2.73532 2.18935 -0.3 0.1 0.0
H -0.38131 -2.37076 1.23218 0.1 -0.1 0.1
H -0.51806 6.73708 -0.60881 0.0 0.0 0.0
H -6.02107 7.73748 0.11911 0.0 0.0 0.0
H -1.13161 -8.26149 3.21661 0.0 0.0 0.0
H -0.55408 -7.87431 4.84821 0.1 0.1 0.0
H -0.03686 -9.38135 4.07022 0.0 0.0 0.0
H -0.27793 5.71374 0.81860 0.0 0.1 0.1
H -0.84038 0.63301 -2.87395 -0.5 0.0 0.0
H -4.19386 6.30535 -3.08299 0.0 -0.1 0.1
H 0.47827 5.43533 -2.74791 0.1 0.1 0.1
H -0.45657 -9.48580 0.33135 0.1 0.1 0.0
H -5.16484 9.25214 -0.27529 0.0 0.0 0.0
H 2.31001 -4.10955 1.18827 -0.2 -0.1 -0.2
H -1.39095 5.18697 -0.45764 0.0 0.0 0.0
H 0.57330 -10.91639 0.48292 0.1 0.0 0.1
H -5.85340 9.01209 1.34060 0.1 0.0 0.1
H 1.10690 -4.62321 -0.92009 0.0 -0.3 0.2
H 3.41312 -3.35167 0.04272 -0.1 -0.2 0.0
H 1.11201 -9.55078 -0.51374 -0.1 0.0 0.0
H -1.33010 2.33395 -2.49810 0.2 -0.2 -0.1
H 2.65966 1.26384 1.65358 -0.1 -0.2 0.0
H 0.56593 2.03854 -3.96850 0.1 0.1 -0.7
H 2.59704 -7.04510 -0.33013 0.0 0.1 0.0
H 3.97323 4.76900 0.06630 0.0 0.2 -0.2
H 1.49788 -0.47202 2.67883 0.0 -0.1 -0.2
H -2.46662 6.59006 -2.78312 0.0 0.1 0.0
H 0.78437 -2.51818 -0.69938 0.3 0.3 -0.1
H 2.18219 -1.53265 -0.14738 -0.3 0.1 0.0
H -0.82346 -0.17624 -0.03439 -0.1 0.1 -0.3
```
Forces are in eV/Å.

The total energy is -5810.68671 Ha. The value obtained for the HOMO energy is -12.1 eV. As for the HOMO-LUMO gap: 7.274 eV. As for the LUMO energy: -0.17887 Ha. The total charge is +1.

---

# 3
Molecular formula: C18H34CaCl2F3N4O3S6SbSi2Te
Method: DFT, ωB97M-V/def2-TZVPD

```
75
Properties=species:S:1:pos:R:3:forces:R:3
Te -13.54620 9.91223 -6.28448 0.7 -0.5 0.7
Sb -16.70904 4.97395 -7.71062 -0.1 -0.4 -0.6
Ca -15.74973 8.30407 -9.61507 1.0 -1.1 0.2
Cl -14.85483 13.46150 -11.93789 0.1 0.3 0.7
Cl -13.18636 12.49901 -9.72517 -0.1 -0.4 0.1
S -16.22933 7.24660 -7.06127 1.1 1.1 1.6
S -14.37822 6.92230 -6.07396 0.3 -0.8 0.7
S -18.96939 5.00949 -7.89332 -0.1 -0.2 0.2
S -15.72994 5.53153 -9.76599 0.5 -0.2 -1.1
S -17.97194 9.79530 -8.57385 -0.8 -1.7 -2.1
S -15.43357 3.57421 -6.46880 -0.3 -0.2 -0.1
Si -9.84733 9.98599 -5.32908 -1.2 -1.0 0.1
Si -15.32228 12.73156 -4.31526 0.2 -1.7 0.0
F -20.07829 10.84397 -9.85881 -0.3 0.0 0.3
F -18.25571 11.12483 -10.98334 -0.3 -0.4 2.1
F -18.56825 12.24142 -9.07498 -0.5 -0.9 -0.8
O -18.03710 8.50759 -9.31643 -0.3 1.4 0.5
O -16.61345 10.30807 -8.67835 0.6 0.4 0.7
O -18.74151 9.87250 -7.38957 0.2 0.4 0.6
N -13.13575 8.23419 -9.07302 1.5 0.5 -4.6
N -14.13846 8.91756 -11.59373 0.8 1.2 -1.7
N -12.60182 7.31703 -8.17780 -0.3 -2.7 -0.3
N -11.48567 7.21665 -6.17379 -0.8 -0.2 -0.7
C -10.99139 7.62247 -10.08918 1.1 -0.5 -1.5
C -10.39454 9.10800 -3.67905 1.3 0.6 -0.5
C -18.78697 11.01539 -9.67086 0.7 1.7 -1.4
C -14.19206 14.09920 -4.96837 0.6 -0.7 -0.7
C -11.43387 10.68147 -6.25699 0.7 -0.5 0.0
C -12.80348 8.93841 -11.40404 0.7 -0.6 -0.5
C -13.74530 10.49497 -13.41119 0.6 -1.0 0.1
C -14.56286 10.93473 -4.57661 -1.4 2.9 0.3
C -8.63352 8.74089 -6.22816 -0.5 0.9 0.4
C -8.71028 11.46602 -4.94320 -0.1 0.3 -0.8
C -15.56583 13.01788 -2.43808 -0.5 -0.6 0.1
C -12.65117 7.62001 -6.83232 -0.7 2.5 0.2
C -14.67018 13.34498 -10.10478 -0.1 0.2 -1.0
C -12.35953 10.38283 -13.29037 0.2 -0.2 0.7
C -17.05212 13.00725 -5.10209 0.9 0.5 -0.3
C -11.85130 9.49930 -12.34919 -1.3 -0.5 1.1
C -14.53185 9.61386 -12.69722 -0.8 0.5 0.9
C -12.34803 8.21843 -10.19818 -1.8 0.8 3.8
H -8.84305 8.69197 -7.29642 -0.1 -0.3 0.0
H -17.10816 14.07134 -5.42151 0.0 -0.6 0.0
H -17.21541 12.35160 -5.96063 0.0 0.1 0.0
H -11.53124 11.70190 -5.87910 0.1 0.2 -0.4
H -15.59067 12.81553 -9.82961 0.6 0.1 0.5
H -16.12968 12.24450 -1.87284 0.2 0.1 -0.8
H -14.19939 11.16774 -14.10186 -0.2 0.2 -0.4
H -9.74674 8.25292 -3.42688 -0.1 0.2 -0.2
H -15.58524 9.56962 -12.97381 0.1 -0.1 0.4
H -9.20917 12.34936 -4.53066 -0.1 -0.2 0.0
H -14.53993 14.35362 -9.69023 -0.5 -0.4 -0.3
H -11.68473 10.99882 -13.87078 -0.1 -0.1 -0.2
H -7.62429 9.15568 -6.12916 0.0 -0.1 0.1
H -10.44506 7.97044 -9.21293 -0.4 -0.2 0.3
H -11.47381 7.47751 -5.21082 0.2 -0.3 0.5
H -13.97075 10.72097 -3.70397 0.5 -0.1 0.5
H -11.06431 6.33470 -6.46392 -0.2 -0.1 0.6
H -13.18149 13.99551 -4.54047 -0.3 0.1 0.1
H -10.79505 9.20887 -12.26267 -0.6 0.6 0.0
H -16.12712 13.92062 -2.26110 -0.2 0.7 0.1
H -8.66937 7.75115 -5.75203 -0.1 0.3 -0.4
H -14.03162 14.03891 -6.08059 -0.4 0.1 0.9
H -11.17756 10.66826 -7.34629 -0.2 0.4 0.8
H -14.64100 13.09428 -1.89531 0.7 0.2 0.1
H -10.26592 9.84494 -2.88293 -0.2 -0.1 0.2
H -7.92222 11.17847 -4.25657 0.3 -0.1 0.1
H -10.31921 7.87232 -10.95941 -0.9 -0.4 0.6
H -8.23096 11.79542 -5.89917 -0.3 -0.3 0.6
H -17.85945 12.85763 -4.40611 -0.3 -0.2 0.4
H -14.61356 15.05289 -4.68010 0.0 0.5 -0.1
H -11.41176 8.75745 -3.69368 -0.5 0.1 0.0
H -13.23121 6.49078 -8.24477 0.6 0.0 -1.0
H -11.12783 6.53241 -10.03068 0.5 0.3 0.0
H -15.44701 10.28715 -4.45743 0.3 -0.2 -0.4
```
Forces are in eV/Å.

The total energy is -6525.09277 Ha. The value obtained for the HOMO energy (spin up / spin down) is -0.2 / -0.2 eV. As for the HOMO-LUMO gap (spin up / spin down): 3.506 / 3.513 eV. As for the LUMO energy (spin up / spin down): 0.12043 / 0.12052 Ha. As for the energy above the lowest of the compared OMol25 structures with the same formula, charge and spin: 139.42 kcal/mol. The total charge is -2.

---

# 4
Molecular formula: C18H34ClO19
Method: DFT, ωB97M-V/def2-TZVPD

```
72
Properties=species:S:1:pos:R:3:forces:R:3
Cl -0.62443 0.77093 0.31170 -1.1 -1.0 -1.9
O 6.77806 6.56099 -7.20894 -0.1 -0.9 3.3
O 5.87545 -1.01463 6.85443 -0.7 0.5 -0.3
O -3.52163 -5.85776 5.39353 -1.7 1.1 2.7
O -5.18843 -7.08798 4.64185 0.4 -2.0 -0.7
O 2.82703 -1.47881 -11.22808 -1.1 -0.8 2.3
O 6.99946 6.71799 -4.94111 -0.1 2.1 0.4
O -0.96757 7.01088 2.89520 -0.5 0.8 0.2
O 2.29388 -0.79293 -9.13782 0.1 -0.8 0.6
O 2.23222 -3.00168 -9.60044 0.5 1.4 -1.3
O -5.59700 -5.86419 6.39812 1.8 -0.4 -0.2
O -9.48959 1.23389 2.99712 3.4 -0.6 2.1
O 0.40236 0.69672 -0.67470 1.4 0.1 -0.7
O -1.61642 1.70256 -0.18669 -0.2 0.1 0.7
O -7.85137 0.16099 4.25441 -0.4 -0.5 -0.6
O 6.79538 4.75485 -5.81829 0.1 0.0 -3.2
O -1.18295 -0.54945 0.45331 -0.7 -0.4 0.1
O -0.09742 1.15007 1.56065 0.7 1.2 1.8
O 1.69212 -5.88969 -0.06777 -0.1 -0.3 0.0
O -7.79038 2.34667 4.00104 -0.5 -0.1 -0.9
C -8.44704 1.21891 3.67154 -3.1 0.7 -1.5
C -6.58753 2.90870 5.96864 1.2 0.2 -1.3
C 2.55243 -4.00355 -7.47030 -0.2 0.7 -0.5
C -4.34947 -7.41431 2.46306 1.4 -0.7 -0.3
C -1.27408 7.93698 1.83133 0.7 -1.2 -0.1
C -6.61932 2.02269 4.71028 -0.1 2.2 1.6
C 2.02068 -1.43148 -7.87199 -1.0 -1.1 0.0
C -4.80318 -6.30312 5.59599 -1.9 3.2 1.8
C -2.97077 -6.54613 4.37938 2.9 -1.5 -1.5
C 5.30859 -0.47745 5.65773 -0.1 -0.1 -1.0
C 7.10082 5.82074 -3.86224 -1.1 -0.8 0.9
C -4.01844 -7.53215 3.94789 -1.2 0.3 -2.1
C 6.81760 6.09941 -6.06747 0.4 -0.7 -4.1
C 6.64515 4.48498 -4.50051 0.5 0.4 2.1
C 1.78989 -2.93661 -8.25395 0.2 0.4 0.2
C 2.44914 -1.74028 -10.09952 1.3 0.2 -1.5
C 6.07630 6.17030 -2.79315 0.1 0.1 0.4
C -6.70424 0.58466 4.99040 0.6 -1.6 -0.4
H 6.08000 5.40124 -2.02073 0.0 -0.1 0.0
H -3.47147 -7.84189 1.97891 0.1 -0.1 -0.4
H -6.07824 3.78850 5.57532 -0.1 0.5 0.7
H -1.67352 8.90874 2.12154 0.0 -0.3 0.6
H -5.92046 2.43076 6.68606 -0.2 0.2 0.3
H -2.49614 -5.92428 3.62033 -0.8 0.5 -0.3
H -3.69282 -8.51857 4.27815 -0.6 -0.2 -0.2
H -0.86785 6.18285 2.41980 0.1 -0.3 0.3
H 2.78140 -1.34710 -7.09592 0.6 0.3 -0.6
H -7.56889 3.19116 6.34976 0.1 -0.4 0.0
H 0.72575 -3.16419 -8.31668 -0.1 0.0 0.5
H 7.31463 3.69851 -4.15211 -0.2 -0.3 -0.3
H 6.07095 -0.07130 4.99293 0.2 0.1 0.1
H -1.97928 7.40954 1.18898 -0.1 0.5 -0.4
H -6.77643 0.24080 6.02222 -0.3 0.3 0.0
H 4.54365 0.29230 5.75991 0.4 0.2 1.1
H 1.11383 -1.01070 -7.43762 0.0 0.1 -0.2
H -5.77521 0.19343 4.57575 -0.3 -0.9 -0.1
H 1.35704 -4.99310 -0.07706 -0.2 0.3 0.0
H -4.37190 -6.37856 2.12423 -0.3 0.0 0.3
H -0.31655 8.07786 1.32994 -0.2 0.4 -0.6
H 2.19871 -4.00049 -6.43929 0.0 -0.5 -0.1
H 5.09505 6.14022 -3.26678 0.0 0.0 0.0
H -5.19730 -7.97522 2.06980 -0.1 0.1 0.5
H 2.62974 -5.79723 -0.23680 0.2 0.0 0.0
H 4.73747 -1.18384 5.05529 0.2 -0.7 0.1
H -5.74859 2.24926 4.09496 -0.1 0.0 -0.1
H 3.62715 -3.82335 -7.49478 0.0 0.3 0.1
H -2.09485 -7.10469 4.70936 0.1 -0.2 0.5
H 8.15796 5.75547 -3.60472 -0.1 0.2 0.5
H 5.60176 4.24422 -4.29688 0.0 -0.1 0.3
H 2.41455 -4.92862 -8.03006 -0.3 -0.3 0.6
H 6.49574 -1.69858 6.59164 0.0 0.0 0.0
H 6.12884 7.12514 -2.27005 0.5 0.1 -0.3
```
Forces are in eV/Å.

The total energy is -2595.78618 Ha. The value obtained for the HOMO energy is -6.0 eV. As for the HOMO-LUMO gap: 7.929 eV. As for the LUMO energy: 0.07103 Ha. As for the energy above the lowest of the compared OMol25 structures with the same formula, charge and spin: 19.14 kcal/mol. The total charge is -1.